Model w:
Formula: F24InP4
Source: OMol25
Level of theory: the ωB97M-V functional and the def2-TZVPD basis

```
! RIJCOSX wB97M-V def2-TZVPD def2/J DEFGRID3
* xyz -1 1
In -0.395 0.657 -0.782
P -1.190 -1.652 -3.482
F -2.145 -1.365 -2.175
F -1.295 -3.211 -3.328
F -2.487 -1.501 -4.394
F -0.253 -1.694 -4.786
F -0.981 0.001 -3.510
F 0.145 -1.616 -2.540
P -2.355 -0.744 1.985
F -2.812 0.521 1.032
F -2.763 0.064 3.295
F -3.820 -1.367 1.861
F -1.791 -2.037 2.766
F -1.915 -1.478 0.574
F -0.913 0.040 2.022
P 1.063 3.533 1.020
F -0.521 3.483 0.615
F 1.168 5.002 0.394
F 0.651 4.050 2.472
F 2.625 3.541 1.389
F 0.911 1.946 1.406
F 1.438 2.869 -0.463
P 2.540 -1.314 0.693
F 3.916 -0.859 1.395
F 2.292 0.212 0.179
F 3.384 -1.566 -0.664
F 1.173 -1.659 -0.099
F 2.698 -2.828 1.124
F 1.629 -1.028 2.001
*
```

## Properties
- frontier orbital gap (eV) = 4.14

Model x:
Formula: F24InP4
Source: OMol25
Level of theory: the ωB97M-V functional and the def2-TZVPD basis

```
! RIJCOSX wB97M-V def2-TZVPD def2/J DEFGRID3
* xyz -1 1
In 0.110 -0.641 -0.837
P 3.434 0.159 -1.956
F 3.051 -0.865 -0.722
F 4.500 0.935 -1.113
F 4.442 -0.940 -2.502
F 3.635 1.028 -3.276
F 2.159 -0.606 -2.757
F 2.256 1.178 -1.470
P 0.738 -1.622 2.538
F 0.541 -2.661 1.222
F -0.245 -2.494 3.424
F 1.995 -2.469 3.012
F 0.969 -0.507 3.627
F 1.691 -0.749 1.485
F -0.576 -0.875 1.913
P -3.448 -1.168 -0.916
F -2.344 -2.402 -0.871
F -4.186 -1.876 -2.131
F -4.302 -1.896 0.191
F -4.437 0.065 -0.970
F -2.495 -0.421 0.168
F -2.439 -0.389 -1.997
P -0.737 2.783 0.600
F -2.102 3.602 0.680
F -1.423 1.727 -0.471
F -0.300 3.689 -0.663
F 0.613 1.866 0.383
F 0.039 3.739 1.603
F -1.138 1.812 1.805
*
```

## Properties
- frontier orbital gap (eV) = 4.80

Stability summary - winner: model x; margin: 107.6 kJ/mol.